76
Properties=species:S:1:pos:R:3 method="wB97M-V/def2-TZVPD" homo_energy_ev="-10.972 / -11.305" gap_ev="7.39 / 7.70" charge=+1 spin_multiplicity=2 total_energy_ev=-93367.1793 e_above_lowest_kj_mol=0.00
Ti 0.362 0.959 0.198
S -1.312 2.117 1.791
S 0.878 -1.124 1.294
Si -0.596 -1.784 -0.029
O -0.121 -2.759 -1.223
O 1.957 0.992 -1.020
O -0.740 4.554 -1.087
O -1.090 -0.270 -0.657
O -1.946 -2.379 0.623
N 1.152 4.666 -2.350
N 0.216 2.585 3.932
N 1.282 1.961 1.960
N 0.660 2.752 -1.088
C 2.273 -3.210 -1.207
C -2.031 1.299 -2.223
C -2.182 -3.553 1.435
C 1.315 3.066 6.041
C -3.468 0.233 -0.471
C 1.028 -3.008 -2.057
C 0.748 5.997 -2.795
C -2.320 -3.073 2.873
C -3.481 -4.161 0.931
C 2.659 2.829 -2.416
C 0.692 -4.279 -2.823
C 0.142 2.252 2.613
C 1.782 2.176 -1.521
C -2.316 0.030 -1.443
C 1.387 2.660 4.611
C 1.211 -1.835 -3.011
C 2.535 2.355 3.934
C -2.590 -1.135 -2.381
C 3.639 1.540 1.802
C -1.033 -4.544 1.302
C 2.280 4.077 -2.798
C 2.454 1.969 2.587
C 0.274 4.007 -1.461
H -3.304 1.114 0.149
H -0.657 2.769 4.411
H -0.132 5.930 -3.432
H 0.496 6.606 -1.931
H 3.778 2.206 0.948
H 1.568 6.453 -3.344
H 1.496 -4.528 -3.517
H -3.753 -5.029 1.533
H -2.791 -2.050 -1.823
H 4.542 1.531 2.407
H 2.873 4.666 -3.485
H 2.081 -2.002 -3.648
H -2.895 1.547 -2.840
H -3.465 -0.904 -2.987
H -0.923 -4.869 0.267
H -1.743 -1.302 -3.046
H -1.849 2.143 -1.556
H 1.374 -0.913 -2.451
H 2.285 2.961 6.517
H 3.450 0.544 1.395
H 2.096 -3.976 -0.450
H -0.230 -4.145 -3.390
H -1.226 -5.418 1.925
H 0.589 2.456 6.579
H -3.587 -0.641 0.165
H -1.169 1.160 -2.880
H 0.558 -5.113 -2.133
H -3.371 -4.478 -0.107
H 3.097 -3.536 -1.843
H -2.539 -3.912 3.536
H 3.488 2.387 4.440
H -0.093 -4.095 1.634
H -4.390 0.390 -1.032
H 0.337 -1.720 -3.653
H 1.000 4.109 6.114
H 2.562 -2.286 -0.708
H -4.289 -3.431 0.991
H -1.393 -2.599 3.201
H 3.561 2.361 -2.776
H -3.129 -2.346 2.951

85
Properties=species:S:1:pos:R:3 method="wB97M-V/def2-TZVPD" homo_energy_ev=-10.325 gap_ev=10.33 charge=0 total_energy_ev=-71235.3471 smiles="O=C1OC[C@@H](F)O1.CCOC(=O)OC.CCOC(=O)OC.CCOC(=O)OC.O=C1OCCO1.O=C1OCCO1.O=C1OCCO1" e_above_lowest_kj_mol=12.97
F -1.821 -1.309 -0.167
O -1.504 2.554 -5.806
O 4.665 1.161 -2.169
O 1.462 -3.978 -3.828
O 4.446 -0.046 -4.047
O -0.837 -1.668 5.830
O 3.395 -1.164 2.635
O -0.594 0.916 -2.187
O 1.707 -4.756 -1.777
O 2.090 0.506 2.244
O -1.383 0.893 -7.343
O -2.160 2.596 1.581
O -3.774 4.158 1.675
O 3.497 -4.585 -3.071
O 0.187 -0.589 -0.801
O 2.314 -0.239 4.368
O -4.302 2.120 1.018
O -0.717 0.545 5.414
O -2.460 0.689 -5.378
O 1.208 -0.304 -2.781
O -1.980 -0.873 4.197
O 3.929 -0.939 -2.074
C -3.303 2.923 1.444
C 3.959 -0.541 -0.715
C -2.338 0.216 3.345
C -0.721 3.452 -6.572
C 4.347 0.956 -0.800
C -1.909 -1.585 -4.803
C 2.329 -4.442 -2.932
C 1.432 -1.682 6.767
C 1.163 1.550 2.595
C 2.570 -0.286 3.194
C 0.320 -4.415 -1.872
C -0.067 -1.588 7.018
C -5.059 4.324 1.127
C 0.141 -3.924 -3.292
C -1.602 0.799 -1.210
C -1.021 -0.194 -0.184
C 1.851 2.825 3.044
C -1.736 1.340 -6.293
C 4.127 -2.010 3.525
C 0.338 -0.046 -2.032
C -5.318 2.940 0.453
C -1.138 -0.562 5.180
C -2.801 -0.652 -5.614
C 4.365 0.048 -2.870
H -0.308 -0.684 7.583
H 1.722 -2.630 6.315
H 4.969 -2.441 2.985
H 2.692 3.032 2.379
H -3.837 -0.866 -5.346
H 3.543 -2.834 3.922
H -2.275 -2.606 -4.955
H -6.300 2.606 0.780
H 5.161 1.088 -0.091
H 1.918 -1.574 7.738
H -0.386 -2.364 7.714
H -1.367 4.207 -7.019
H 2.322 2.592 4.002
H -2.747 1.031 3.939
H -0.258 -5.290 -1.579
H -1.847 -1.386 -3.734
H -5.060 5.119 0.379
H 2.983 -0.660 -0.258
H 0.059 3.870 -5.941
H -0.232 2.907 -7.384
H -3.035 -0.184 2.615
H 0.085 -3.615 -1.168
H 0.673 1.707 1.632
H -5.263 3.006 -0.632
H 1.136 3.640 3.070
H -0.902 -1.646 -5.223
H 1.796 -0.893 6.110
H 3.510 1.585 -0.495
H 4.819 -0.973 -0.208
H -2.732 -0.996 -6.648
H -1.709 1.772 -0.731
H -0.996 0.269 0.799
H -0.530 -4.549 -3.879
H -5.878 4.588 1.797
H -2.545 0.502 -1.668
H -0.120 -2.868 -3.303
H -1.443 0.584 2.847
H 4.577 -1.337 4.253
H 0.506 1.155 3.372